Record 1
Entry from OMol25: a structure of composition C14H26AlIOP2S at a distorted geometry (ωB97M-V/def2-TZVPD).

ORCA input file:
```
! RIJCOSX wB97M-V def2-TZVPD def2/J DEFGRID3
* xyz 2 1
H 1.60121 2.12658 1.04669
H 3.26487 1.13462 -1.16191
H -2.68081 -3.34529 5.12647
C -1.90440 -2.57700 5.09552
C 2.99846 -1.29071 1.77297
I -0.73687 2.69156 2.29807
C -2.41722 0.09920 -2.63377
C -1.86361 -1.74874 3.98496
H -3.40001 -1.16305 0.81146
C 0.03941 -0.57508 4.92436
H -1.85400 0.96181 -3.01630
H 3.68281 -0.59985 -1.31642
H -2.13678 -0.78768 -3.21623
H -4.24610 -1.02440 -0.77785
Al 0.43541 -1.21480 -0.71352
H -2.89715 1.35202 0.84006
H 4.07031 -1.05101 1.85438
C -0.20602 -2.95140 0.45472
H -2.59192 -1.86784 3.17780
H 0.72956 -1.22500 6.81708
H -3.01862 -2.31348 -0.52272
C 2.32871 1.43324 1.49881
P 2.23335 -0.14725 0.57497
H 0.74295 0.24317 4.85014
C 3.56677 0.23187 -0.61441
H 2.05995 1.27073 2.54645
H 3.32369 1.90226 1.44355
H -1.70795 2.17939 -0.19792
H 0.11602 0.08320 -3.05864
H 2.49322 -1.15654 2.74041
C -0.95789 -2.43453 6.12002
S -0.66180 0.01194 2.34652
C -0.02108 -1.40107 6.04305
O -0.43568 -3.75556 1.25302
C -0.84542 -0.78625 3.84013
C -2.55464 1.47024 -0.19757
P -1.96690 -0.15317 -0.87128
H -3.37928 1.91050 -0.79096
H 0.55730 1.22895 -1.71562
H 4.50121 0.41595 -0.06929
H -0.96077 -3.10944 6.97822
H 2.87094 -2.32438 1.42200
H 1.74751 0.10999 -2.48435
C -3.29304 -1.27503 -0.27914
C 0.71625 0.24215 -2.15619
H -3.49338 0.29069 -2.75446
*
```

Kohn-Sham gap   5.81 eV
Energy relative to the best compared isomer or geometry (same formula, charge and spin)   0.000 eV
F_max   5.31 eV/Å
E_HOMO   -14.38 eV

Atomic partial charges in e from the natural (NBO) method, atoms 1 to 8: number 1, H, carries 0.26; number 2, H, carries 0.26; number 3, H, carries 0.24; number 4, C, carries -0.21; number 5, C, carries -0.94; number 6, I, carries 0.09; number 7, C, carries -0.94; number 8, C, carries -0.19

---

Record 2
Entry from OMol25: a cluster of 2 separate species, C13H25BrCl2NOS in total at a distorted geometry (ωB97M-V/def2-TZVPD).

ORCA input file:
```
! RIJCOSX wB97M-V def2-TZVPD def2/J DEFGRID3
* xyz 1 1
H -3.38587 3.76562 -4.52812
C -0.69572 -1.15954 1.99802
H 0.72528 -2.14604 4.60924
H 0.71776 -4.34596 3.76723
H 3.27713 -3.56299 2.52695
C 0.76226 0.50686 1.15510
C -2.81283 5.40380 -3.23607
H -3.00332 4.89690 -2.28938
H -4.71644 4.80843 -4.01683
C 1.04975 -3.66636 2.94799
S -1.20985 2.17975 -0.72753
Br 1.09572 -0.69237 -0.42925
H -0.96402 -2.01209 1.32876
H 0.25556 -3.70818 2.16280
H 1.04986 1.56966 1.02027
H -1.76595 -0.26551 -0.54337
H 1.26697 -4.04451 0.31854
C -0.77711 0.31118 1.41369
C -1.66749 0.59957 0.14928
C 2.38109 -4.18183 2.27663
Cl -3.56747 5.71030 -5.84788
H -0.78632 2.26620 -3.20185
Cl -1.07144 5.22787 -3.57545
C 1.19278 2.25517 -2.22219
H -0.34949 0.69721 -2.46534
N 0.65417 -1.23595 2.61285
C -3.67038 4.79724 -4.32364
C 1.53001 -0.33484 2.24262
H -3.02461 6.46362 -3.10391
H 2.08926 -5.85256 -0.52371
H -2.70135 0.79835 0.53481
H 1.36646 2.85726 -1.29449
C -0.33146 1.80196 -2.30250
H 2.53948 -5.22263 2.65975
H 2.27440 -2.04955 3.72858
C 2.28031 -4.32554 0.70958
C 1.17800 -2.22135 3.59814
H 1.44148 2.83817 -3.14351
H 3.06505 -3.72182 0.17994
H 1.87962 1.38013 -2.18600
H -1.27115 0.85769 2.24827
H -1.38132 -1.30958 2.87130
O 2.50189 -5.69972 0.33222
H 2.57931 -0.23400 2.56847
*
```

Kohn-Sham gap   7.08 eV
F_max   4.38 eV/Å
E_HOMO   -11.75 eV

Atomic partial charges in e from the natural (NBO) method, atoms 1 to 8: number 1, H, carries 0.22; number 2, C, carries -0.25; number 3, H, carries 0.24; number 4, H, carries 0.24; number 5, H, carries 0.21; number 6, C, carries -0.27; number 7, C, carries -0.39; number 8, H, carries 0.22

---

Record 3
Entry from OMol25: a cluster of 6 separate species, C3H18NO6S in total at a distorted geometry (ωB97M-V/def2-TZVPD).

ORCA input file:
```
! RIJCOSX wB97M-V def2-TZVPD def2/J DEFGRID3
* xyz 1 1
O 3.77285 0.79595 0.50113
H 1.16262 0.65636 -3.02900
C -2.58599 0.04431 1.00234
H -1.92555 2.30190 0.85688
H -0.62029 0.60620 -0.88551
H 1.09586 -0.10393 2.82488
H 1.14793 -2.29559 -2.37627
O 0.28515 -2.39675 -1.94847
O 0.48528 0.46217 2.33580
H 0.38038 -3.25252 -1.50765
H -1.66910 -2.00239 2.15992
S -2.81176 1.65449 0.09173
N -0.47708 -0.27865 -0.38307
H 1.38907 2.77133 0.13635
C -1.10898 -1.94881 1.20993
H 0.12435 0.17104 0.31847
H -3.51676 -0.50162 1.08729
H 2.55917 2.10809 -0.47075
H 2.84121 0.63129 0.68236
H -0.19733 0.70163 2.97847
C -1.66041 -0.90291 0.21773
O 1.60826 2.24108 -0.64553
H -2.22858 -1.35954 -0.57784
H 0.12964 1.74057 -3.08693
H -2.25426 0.44854 1.95273
O 0.20724 0.77787 -3.06661
O -0.10026 -2.54593 0.98763
H 0.00819 -0.98320 -0.98485
H 3.95915 0.45902 -0.38118
*
```

Kohn-Sham gap   9.99 eV
Energy relative to the best compared isomer or geometry (same formula, charge and spin)   0.992 eV
F_max   1.82 eV/Å
E_HOMO   -13.19 eV

Atomic partial charges in e from the natural (NBO) method, atoms 1 to 8: number 1, O, carries -0.93; number 2, H, carries 0.47; number 3, C, carries -0.52; number 4, H, carries 0.12; number 5, H, carries 0.47; number 6, H, carries 0.50; number 7, H, carries 0.49; number 8, O, carries -0.94

---

Record 4
Entry from OMol25: a structure of composition CH23MnO14 at a distorted geometry (ωB97M-V/def2-TZVPD).

ORCA input file:
```
! RIJCOSX wB97M-V def2-TZVPD def2/J DEFGRID3
* xyz 1 6
O 1.50366 -1.05343 2.27812
O 2.02456 0.86312 0.02784
H -4.19140 0.05640 2.20787
H -1.46161 -0.92492 4.32496
H -2.07432 -0.41635 -2.82144
O 1.35503 1.81864 2.46443
H -0.29160 2.02035 2.41302
H -2.88048 -0.25257 2.34717
H -0.85201 -0.95377 2.88337
O -1.80386 -0.37084 -0.94671
H 2.95796 1.03103 0.20152
H 3.51905 -1.82042 0.46809
H 2.59846 -0.72114 -0.14649
O 2.83875 -1.66026 -0.17601
H 4.08508 -1.50851 -3.40346
H 1.29881 -1.20396 -3.75566
O -2.89531 2.16092 -1.77554
O -0.49159 -0.27353 0.79255
H 1.65765 1.51787 1.57184
O -2.47894 0.03053 -3.59078
H -1.74250 0.36195 -4.05848
H 3.17515 -1.73886 -2.12143
O -1.53373 -0.55961 3.44710
O 0.64870 -0.57755 -3.61206
H 0.86304 -1.67551 -0.50739
H 0.92066 -0.75902 1.57350
O -3.39644 0.09110 1.61785
H 2.28512 -1.28008 1.78900
O 0.08567 -1.52791 -1.00585
H -2.68058 1.43005 -2.36724
H 1.68494 1.58037 -0.45785
H -3.77948 2.51536 -1.99023
H -1.72745 2.26067 3.02311
O -1.22108 2.19728 2.20200
O 3.25778 -1.31054 -2.97781
Mn -2.00626 1.44714 0.33615
H 0.28667 -1.03917 -2.85347
H 1.22418 1.01771 2.93647
C -0.76228 -0.77253 -0.33806
*
```

Kohn-Sham gap (spin up / spin down)   9.72 / 9.22 eV
Energy relative to the best compared isomer or geometry (same formula, charge and spin)   0.000 eV
F_max   3.62 eV/Å
⟨S²⟩   8.752
E_HOMO (spin up / spin down)   -13.36 / -13.36 eV

Atomic partial charges in e from the natural (NBO) method, atoms 1 to 8: number 1, O, carries -0.98; number 2, O, carries -0.95; number 3, H, carries 0.51; number 4, H, carries 0.50; number 5, H, carries 0.49; number 6, O, carries -0.96; number 7, H, carries 0.52; number 8, H, carries 0.52

---

Repeat the second record exactly.
Entry from OMol25: a cluster of 2 separate species, C13H25BrCl2NOS in total at a distorted geometry (ωB97M-V/def2-TZVPD).

ORCA input file:
```
! RIJCOSX wB97M-V def2-TZVPD def2/J DEFGRID3
* xyz 1 1
H -3.38587 3.76562 -4.52812
C -0.69572 -1.15954 1.99802
H 0.72528 -2.14604 4.60924
H 0.71776 -4.34596 3.76723
H 3.27713 -3.56299 2.52695
C 0.76226 0.50686 1.15510
C -2.81283 5.40380 -3.23607
H -3.00332 4.89690 -2.28938
H -4.71644 4.80843 -4.01683
C 1.04975 -3.66636 2.94799
S -1.20985 2.17975 -0.72753
Br 1.09572 -0.69237 -0.42925
H -0.96402 -2.01209 1.32876
H 0.25556 -3.70818 2.16280
H 1.04986 1.56966 1.02027
H -1.76595 -0.26551 -0.54337
H 1.26697 -4.04451 0.31854
C -0.77711 0.31118 1.41369
C -1.66749 0.59957 0.14928
C 2.38109 -4.18183 2.27663
Cl -3.56747 5.71030 -5.84788
H -0.78632 2.26620 -3.20185
Cl -1.07144 5.22787 -3.57545
C 1.19278 2.25517 -2.22219
H -0.34949 0.69721 -2.46534
N 0.65417 -1.23595 2.61285
C -3.67038 4.79724 -4.32364
C 1.53001 -0.33484 2.24262
H -3.02461 6.46362 -3.10391
H 2.08926 -5.85256 -0.52371
H -2.70135 0.79835 0.53481
H 1.36646 2.85726 -1.29449
C -0.33146 1.80196 -2.30250
H 2.53948 -5.22263 2.65975
H 2.27440 -2.04955 3.72858
C 2.28031 -4.32554 0.70958
C 1.17800 -2.22135 3.59814
H 1.44148 2.83817 -3.14351
H 3.06505 -3.72182 0.17994
H 1.87962 1.38013 -2.18600
H -1.27115 0.85769 2.24827
H -1.38132 -1.30958 2.87130
O 2.50189 -5.69972 0.33222
H 2.57931 -0.23400 2.56847
*
```

Kohn-Sham gap   7.08 eV
F_max   4.38 eV/Å
E_HOMO   -11.75 eV

Atomic partial charges in e from the natural (NBO) method, atoms 1 to 8: number 1, H, carries 0.22; number 2, C, carries -0.25; number 3, H, carries 0.24; number 4, H, carries 0.24; number 5, H, carries 0.21; number 6, C, carries -0.27; number 7, C, carries -0.39; number 8, H, carries 0.22